1.
Density functional theory data (ωB97M-V/def2-TZVPD) for 2 unconnected molecules or ions with the total composition C4H2INOS.

```
10
Properties=species:S:1:pos:R:3:mulliken_charge:R:1
C 1.2364 -0.9523 0.1162 -0.65
C 2.0704 0.1042 0.3311 -0.04
C -0.1559 0.6268 -0.3760 0.17
C -2.5509 0.7061 -0.4586 0.28
N -0.0408 -0.6435 -0.2736 -0.24
O -3.1300 1.6549 -0.0665 -0.30
S 1.2360 1.5885 0.0270 -0.09
I -3.0320 -1.2698 -0.5849 0.22
H 1.2560 -1.9764 0.4884 0.34
H 3.1109 0.1614 0.7969 0.31
```

Properties
**Electronic energy**: -979.3678 Eh
**HOMO (alpha / beta)**: -8.775 / -8.774 eV


2.
Density functional theory data (ωB97M-V/def2-TZVPD) for a single C4H10NO3PS molecule.

```
20
Properties=species:S:1:pos:R:3:mulliken_charge:R:1
C -0.0321 0.0430 1.7674 0.79
C -0.4833 -0.8552 2.8589 -1.30
C 1.9492 -0.8568 -1.8053 -0.72
C -2.1207 0.3471 -1.6377 -0.70
N -0.3376 -0.0513 0.5372 -0.43
O 0.7902 0.9775 2.2930 -0.46
O 0.6564 -0.2976 -1.7774 -0.32
O -1.1224 1.4403 -1.4966 -0.36
P 0.2053 0.8952 -0.7400 0.86
S 1.5048 2.3223 -0.4133 -0.52
H 0.3640 -1.1420 3.2716 0.36
H -1.1867 -0.3280 3.5775 0.30
H -1.0966 -1.5470 2.4758 0.41
H 1.9529 -1.7028 -2.5621 0.24
H 2.2210 -1.4727 -1.0031 0.31
H 2.6436 -0.0077 -1.8022 0.33
H -2.9177 0.9783 -1.8862 0.29
H -2.3190 -0.1667 -0.7942 0.40
H -1.9542 -0.2532 -2.5449 0.23
H 1.2829 1.6776 1.6814 0.28
```

Properties
**Electronic energy**: -1178.4583 Eh
**HOMO**: -9.227 eV